{"formula": "C31H40N3O2PbS4Te", "method": "ωB97M-V/def2-TZVPD", "largest_force_ev_per_a": 0.58, "homo_lumo_gap_ev": 7.5, "e_lumo_ev": -2.72, "total_charge": 1, "symbols": ["Pb", "C", "N", "C", "C", "C", "N", "C", "C", "C", "C", "C", "C", "C", "O", "C", "C", "C", "N", "C", "C", "C", "C", "C", "C", "C", "O", "H", "H", "H", "H", "H", "H", "H", "H", "H", "H", "H", "H", "H", "H", "H", "H", "H", "H", "H", "H", "H", "H", "H", "H", "H", "C", "C", "S", "C", "C", "S", "C", "C", "S", "H", "H", "H", "H", "H", "H", "H", "H", "H", "H", "H", "H", "Te", "C", "C", "C", "C", "S", "H", "H", "H"], "xyz": [[0.060631, 0.008639, -0.381126], [-1.812219, -1.875931, -2.263551], [-1.784483, -1.800502, -0.794516], [-1.420016, -3.128798, -0.244426], [-0.581700, -3.079580, 1.027054], [0.914506, -3.070155, 0.778021], [1.372987, -1.936445, -0.056119], [2.580198, -2.082668, -0.505134], [3.351563, -1.309211, -1.422842], [4.644585, -1.814098, -1.711819], [5.448795, -1.243175, -2.655864], [4.959620, -0.136391, -3.373650], [3.716190, 0.379314, -3.124831], [2.877726, -0.165740, -2.121512], [1.733587, 0.391691, -1.880111], [-3.126336, -1.333468, -0.368370], [-3.459446, -1.096928, 1.109577], [-2.983328, 0.213813, 1.764848], [-1.586143, 0.211408, 2.155498], [-1.289669, 0.290274, 3.383537], [0.092316, 0.123118, 3.868271], [0.296055, -0.644440, 5.015015], [1.572230, -0.959833, 5.449561], [2.670332, -0.486488, 4.741066], [2.487743, 0.314128, 3.625200], [1.205898, 0.625661, 3.191396], [1.081060, 1.428188, 2.086037], [-2.568573, -2.589381, -2.611590], [-0.835827, -2.189584, -2.635374], [-2.040016, -0.893287, -2.674865], [-0.848702, -3.650608, -1.014609], [-2.332745, -3.714820, -0.083573], [-0.805472, -3.949918, 1.648649], [-0.851790, -2.209582, 1.607247], [1.193203, -3.999215, 0.271304], [1.437671, -3.047904, 1.739087], [3.104077, -2.980865, -0.161923], [4.987883, -2.685330, -1.164666], [6.432628, -1.639792, -2.860996], [5.577403, 0.314504, -4.140470], [3.337305, 1.229162, -3.677432], [-3.841350, -2.076607, -0.748508], [-3.322617, -0.402786, -0.910751], [-3.181930, -1.955625, 1.726123], [-4.550351, -1.054667, 1.141312], [-3.612284, 0.422442, 2.637849], [-3.122731, 1.030811, 1.051177], [-2.069164, 0.396552, 4.147661], [-0.567600, -1.017591, 5.553656], [1.710352, -1.568135, 6.332616], [3.673383, -0.722205, 5.071798], [3.327441, 0.727971, 3.081264], [-3.216436, 3.305556, -4.469953], [-2.197263, 2.297902, -4.990328], [-1.070670, 1.519065, -3.810253], [-0.187253, 2.919848, -3.093536], [-0.889143, 3.739987, -1.999191], [-1.923961, 2.769818, -0.858752], [-3.362097, 3.842062, -0.679228], [-4.201581, 4.081169, -1.948734], [-4.311508, 2.715406, -3.138114], [-3.849279, 3.603926, -5.306699], [-2.708970, 4.201856, -4.119414], [-1.593539, 2.791422, -5.755409], [-2.699771, 1.459263, -5.474886], [0.109857, 3.592349, -3.901047], [0.723613, 2.468095, -2.698007], [-1.534028, 4.499891, -2.435556], [-0.127875, 4.256575, -1.414112], [-3.051106, 4.801098, -0.262599], [-3.965850, 3.343512, 0.080483], [-3.847832, 4.960533, -2.485185], [-5.223173, 4.303485, -1.640245], [0.527197, 3.354290, 2.385307], [2.092296, 3.859605, 3.630378], [3.162088, 4.637167, 3.261286], [3.996467, 4.971352, 4.354582], [3.544967, 4.441404, 5.528394], [2.101573, 3.559927, 5.322691], [3.347581, 4.939634, 2.240724], [4.893503, 5.566265, 4.272125], [4.001518, 4.512517, 6.502883]], "forces_ev_per_angstrom": [[0.09, 0.28, 0.24], [0.05, 0.06, -0.06], [0.17, -0.03, 0.17], [-0.14, -0.01, -0.08], [0.05, -0.05, -0.07], [0.05, 0.02, 0.06], [-0.05, -0.09, 0.04], [0.04, -0.01, -0.03], [0.03, 0.00, -0.05], [-0.02, -0.01, 0.02], [-0.01, 0.04, -0.02], [0.04, -0.04, 0.01], [-0.08, 0.04, 0.06], [0.21, -0.07, -0.05], [-0.42, -0.05, 0.19], [-0.12, 0.04, -0.03], [0.33, 0.04, 0.05], [-0.04, 0.06, 0.03], [0.17, -0.43, -0.35], [-0.01, -0.09, -0.14], [-0.04, -0.01, 0.06], [-0.04, 0.02, -0.03], [0.05, 0.03, -0.03], [-0.04, -0.03, 0.06], [0.00, 0.05, 0.02], [0.08, 0.09, -0.15], [0.00, 0.01, -0.21], [0.02, -0.01, 0.00], [0.00, 0.00, -0.01], [-0.03, 0.01, -0.03], [-0.04, -0.04, 0.00], [-0.02, 0.04, -0.01], [0.01, 0.03, -0.03], [-0.16, 0.37, 0.31], [0.00, 0.00, 0.04], [-0.01, 0.04, -0.02], [0.01, 0.00, -0.04], [0.00, 0.00, -0.01], [0.00, 0.00, 0.00], [0.00, 0.01, 0.00], [0.01, 0.00, 0.00], [-0.06, 0.04, 0.02], [0.04, -0.01, -0.03], [0.05, 0.02, 0.03], [-0.01, -0.04, -0.02], [-0.11, -0.02, -0.01], [-0.05, 0.01, -0.02], [-0.03, -0.02, 0.01], [0.01, 0.00, 0.01], [0.00, 0.00, 0.00], [0.00, 0.00, 0.00], [0.00, -0.01, 0.01], [-0.01, -0.02, 0.04], [-0.01, 0.00, 0.04], [0.03, 0.01, -0.02], [-0.06, -0.03, 0.02], [-0.07, -0.03, 0.01], [0.21, 0.13, 0.17], [-0.05, -0.09, -0.11], [0.02, -0.04, 0.01], [-0.01, 0.00, 0.00], [0.03, 0.02, -0.02], [-0.01, 0.01, 0.00], [-0.03, -0.02, -0.04], [-0.01, -0.01, 0.02], [0.06, 0.01, 0.03], [0.01, -0.01, 0.01], [0.00, -0.01, -0.01], [0.01, 0.05, -0.02], [-0.04, 0.01, 0.03], [0.00, -0.02, 0.00], [0.01, -0.01, -0.01], [0.01, 0.05, 0.00], [0.00, -0.35, 0.08], [-0.14, 0.13, -0.17], [0.14, -0.07, 0.09], [0.03, -0.03, -0.09], [-0.08, -0.09, 0.05], [0.02, 0.04, -0.03], [-0.04, 0.03, 0.00], [0.01, 0.00, 0.02], [0.00, 0.03, 0.00]], "lowdin_charge": [1.47, -0.11, -0.33, -0.18, -0.18, -0.22, -0.10, -0.09, -0.14, -0.05, -0.09, -0.06, -0.01, -0.36, -0.30, -0.20, -0.14, -0.22, 0.00, -0.11, -0.16, -0.03, -0.07, -0.06, -0.02, -0.40, -0.61, 0.11, 0.10, 0.04, 0.12, 0.13, 0.13, 0.07, 0.12, 0.13, 0.13, 0.11, 0.10, 0.11, 0.12, 0.13, 0.12, 0.11, 0.12, 0.12, 0.08, 0.14, 0.12, 0.11, 0.11, 0.13, -0.52, -0.53, 0.82, -0.52, -0.49, 0.70, -0.52, -0.53, 0.85, 0.08, 0.06, 0.08, 0.07, 0.09, 0.04, 0.06, 0.07, 0.08, 0.07, 0.07, 0.07, 1.39, -0.95, -0.23, -0.18, -0.40, 0.96, 0.10, 0.11, 0.07]}